Entry 1:
Below is C6H10O as an isolated structure, with properties calculated with ωB97M-V with the def2-TZVPD basis set.

Properties
- Charge: 0
- Multiplicity: 1
- ΔE to the lowest compared entry with this formula, charge and spin: 487.7 kJ/mol
- LUMO energy (spin up / spin down): 0.50 / 0.50 eV

Last column: Mulliken charge in e.
Geometry (Å):
C: -0.367 -1.566 1.946  -1.21
C: 0.093 -0.661 0.861  0.32
O: 0.868 0.381 1.101  -0.28
C: 0.311 1.121 -0.008  -0.26
C: 1.339 1.064 -1.149  -0.58
C: 0.648 -0.223 -1.598  -0.67
C: -0.404 -0.278 -0.422  0.14
H: 0.469 -2.152 2.345  0.31
H: -0.796 -0.996 2.779  0.30
H: -1.122 -2.257 1.564  0.32
H: -2.686 2.234 0.047  0.23
H: -1.914 2.193 0.094  -0.22
H: 2.373 0.951 -0.814  0.27
H: 1.266 1.896 -1.852  0.27
H: 0.093 -0.091 -2.527  0.27
H: 1.263 -1.120 -1.673  0.29
H: -1.434 -0.497 -0.692  0.49

Entry 2:
Below is the molecule C6H10O, with properties calculated with ωB97M-V with the def2-TZVPD basis set.

Properties
- Charge: 0
- Multiplicity: 1
- ΔE to the lowest compared entry with this formula, charge and spin: 387.6 kJ/mol
- LUMO energy: 0.41 eV

Last column: Mulliken charge in e.
Geometry (Å):
C: 1.863 0.871 -0.994  -0.92
C: 0.879 -0.216 -0.887  -0.24
C: -0.391 -1.232 1.216  -0.52
C: -1.215 -1.119 -0.087  -0.61
C: -0.576 0.165 -0.633  -0.04
C: -0.574 0.991 0.642  -0.56
O: 0.183 0.080 1.448  -0.42
H: 2.823 0.568 -0.561  0.27
H: 2.033 0.849 -2.083  0.35
H: 1.619 1.898 -0.692  0.32
H: 0.427 -1.952 1.100  0.32
H: -0.989 -1.493 2.091  0.32
H: -2.286 -1.010 0.121  0.30
H: -1.062 -1.959 -0.768  0.33
H: -1.050 0.596 -1.524  0.48
H: -1.573 1.157 1.076  0.31
H: -0.063 1.955 0.586  0.30